14
Properties=species:S:1:pos:R:3:forces:R:3:lowdin_charge:R:1 method="wB97M-V/def2-TZVPD" de_lowest_ev=3.9093 lumo_energy_ev=0.6957 max_force_ha_per_bohr=0.0034 total_energy_ha=-270.41423 molar_mass_g_mol=84.1 orbital_gap_ev=9.6
O -0.29208 2.51920 0.48364 -0.040 -0.129 -0.036 0.05
C -0.28588 1.42801 -0.15445 0.038 0.086 -0.047 -0.50
C -1.05986 0.18786 0.11760 0.011 0.040 0.025 -0.13
C -0.26902 -1.08651 -0.20286 -0.006 -0.056 -0.062 -0.25
C 1.01459 -1.21058 0.61460 0.054 0.001 0.044 -0.11
C 0.72583 1.94413 -0.92260 -0.130 -0.031 -0.043 0.18
H -1.37660 0.22054 1.16639 0.055 -0.018 -0.112 0.13
H -1.96974 0.23603 -0.49593 0.126 0.034 0.072 0.13
H -0.91979 -1.94832 -0.01559 0.076 0.134 -0.035 0.11
H -0.03091 -1.10537 -1.27336 -0.029 0.028 0.132 0.11
H 1.54007 -2.14077 0.37762 -0.080 0.125 0.032 0.07
H 0.79776 -1.21191 1.68900 0.025 0.004 -0.139 0.08
H 1.69199 -0.37616 0.40372 -0.094 -0.136 0.060 0.07
H 0.43365 2.54385 -1.78778 -0.007 -0.084 0.108 0.05